# 1
Molecular formula: C7H14N3
Method: DFT, ωB97M-V/def2-TZVPD

```
24
Properties=species:S:1:pos:R:3:nbo_charge:R:1
C -1.34817 -1.51209 0.81547 -0.37
C -2.44443 -0.75365 0.69350 -0.22
C -2.61250 0.61009 0.35517 -0.18
C -1.83342 1.06264 -0.67352 -0.03
N -0.94099 0.13010 -1.26707 -0.56
C 0.26617 -0.32003 -0.93364 0.61
N 0.65829 -1.49384 -1.45599 -0.74
C 1.35955 0.57612 -0.28691 -0.10
C 1.56985 0.20933 1.19042 -0.60
N 1.17226 2.03237 -0.47396 -0.82
H -0.35607 -1.15387 0.96288 0.17
H -1.40436 -2.55134 1.04346 0.22
H -3.30845 -1.26513 0.82623 0.22
H -3.45500 1.15882 0.70264 0.25
H -1.89688 2.06775 -1.04059 0.24
H -1.42282 -0.54778 -1.93154 0.41
H 1.69610 -1.81442 -1.31949 0.45
H 0.00520 -2.09417 -1.85140 0.41
H 2.38608 0.26202 -0.65994 0.20
H 1.75575 -0.82363 1.25017 0.21
H 0.78830 0.60937 1.81833 0.24
H 2.49359 0.73029 1.24273 0.23
H 1.78853 2.65575 -0.04886 0.39
H 1.17348 2.18879 -1.45668 0.37
```

Results
**Energy relative to the best compared isomer or geometry (same formula, charge and spin)**: 326.6 kJ/mol
**SMILES string**: C=C/C=C\NC(=[NH2+])[C@H](C)N
**Net charge**: +1
**Maximum force**: 4.55 eV/Å
**Kohn-Sham gap**: 9.4 eV


# 2
Molecular formula: C34H39N5O4P2Re
Method: DFT, ωB97M-V/def2-TZVPD

```
85
Properties=species:S:1:pos:R:3:mulliken_spin:R:1
Re -2.07785 0.25383 -0.59358 1.11
C 0.30776 -1.53530 3.66764 0.24
C 0.39445 -0.20954 3.75013 0.23
C 0.77171 0.49325 2.51134 0.13
C 2.03875 -0.14145 1.82370 0.04
C 2.02666 -1.45910 1.09208 -0.01
C 1.49861 -2.66855 1.32243 0.00
C 1.21343 -3.39206 2.57985 0.06
C 1.45149 -2.45413 3.78278 0.08
C -3.26948 -1.19396 -1.54021 -0.03
H -0.64638 -2.02951 3.77688 0.18
H 0.15863 0.39019 4.64731 0.00
H 0.96207 1.55777 2.73412 0.01
H -0.05919 0.41801 1.76739 0.03
H 2.18598 0.58648 1.01494 0.00
H 2.95395 -0.01950 2.45692 -0.01
H 2.37602 -1.31786 0.05957 0.01
H 1.24213 -3.30825 0.42896 0.00
H 1.88263 -4.25666 2.69282 0.01
H 0.17341 -3.80011 2.58769 0.00
H 1.51112 -2.98818 4.75214 0.01
H 2.36907 -1.87697 3.62919 -0.01
H -3.14949 -2.12250 -0.94773 0.02
H -3.05330 -1.40405 -2.60679 0.00
H -4.32224 -0.87560 -1.48475 0.01
P -0.69589 -0.08267 -2.18927 -0.09
P 0.86811 2.63274 -0.30763 0.01
N 0.34883 -1.66541 -2.76827 -0.01
N -1.06224 0.16292 -4.04868 -0.01
N 2.83150 2.34409 -0.62448 0.00
N 1.22978 4.36861 -0.46097 0.00
C 0.84048 0.90855 -2.26721 -0.03
C 0.56746 2.39495 -2.07580 -0.01
C -0.21949 -2.89952 -3.02066 0.32
C 0.67779 -3.70343 -3.74532 0.15
C 1.84003 -2.92647 -3.97025 0.07
C 1.60430 -1.68614 -3.36180 0.34
C -2.33057 0.30874 -4.56126 0.02
C -2.25941 0.49445 -5.94058 -0.01
C -0.88598 0.45948 -6.29784 0.02
C -0.17212 0.25700 -5.11049 0.02
C 3.71297 2.05040 0.40191 0.00
C 4.93810 1.63142 -0.11187 0.00
C 4.85288 1.74356 -1.52017 0.00
C 3.55921 2.19875 -1.80656 0.00
C 2.29898 5.09942 0.07697 0.00
C 2.24154 6.40866 -0.40565 0.00
C 1.09781 6.50046 -1.25918 0.00
C 0.50333 5.24254 -1.27786 0.00
H 1.33120 0.80306 -3.23250 0.01
H 1.52063 0.48392 -1.51414 0.01
H 1.21904 2.98076 -2.74324 0.00
H -0.48499 2.67189 -2.28831 0.00
H -1.21382 -3.10573 -2.67165 0.03
H 0.49774 -4.70332 -4.09444 0.00
H 2.73083 -3.16439 -4.53254 0.00
H 2.27140 -0.83533 -3.35140 0.06
H -3.17643 0.24749 -3.90854 0.00
H -3.09476 0.62195 -6.60188 0.00
H -0.43527 0.55328 -7.27674 0.00
H 0.90203 0.15525 -4.99654 -0.02
H 3.41541 2.18426 1.43329 0.00
H 5.77563 1.30178 0.47811 0.00
H 5.63549 1.53867 -2.23236 0.00
H 3.15405 2.43952 -2.78528 0.00
H 3.02547 4.62500 0.71333 0.00
H 2.93187 7.20910 -0.18854 0.00
H 0.74134 7.36701 -1.79836 0.00
H -0.34800 4.86557 -1.81745 0.00
O -3.49288 0.47354 0.97964 0.01
C -2.99300 -0.52134 1.63086 -0.01
O -1.88669 -1.02361 1.12066 0.03
C -3.52679 -1.13816 2.88400 -0.03
C -2.88122 -2.27821 3.38739 0.01
C -3.19046 -2.83250 4.63553 -0.01
C -4.27735 -2.31193 5.37341 0.00
C -4.99437 -1.23708 4.81689 0.00
C -4.62500 -0.64439 3.60451 0.00
N -4.60948 -2.74748 6.70394 0.00
O -3.97005 -3.66817 7.26496 0.00
O -5.54866 -2.12836 7.27583 0.00
H -2.08409 -2.73235 2.79341 0.00
H -2.61659 -3.65371 5.08082 0.00
H -5.83731 -0.87059 5.39723 0.00
H -5.19224 0.18524 3.20816 0.00
```

Results
**Energy relative to the best compared isomer or geometry (same formula, charge and spin)**: 396.9 kJ/mol
**<S²>**: 3.7910
**Net charge**: +2
**Maximum force**: 5.81 eV/Å
**Kohn-Sham gap (alpha / beta)**: 4.5 / 3.7 eV
**Spin multiplicity**: 4


# 3
Molecular formula: C34H85N3O10
Method: DFT, ωB97M-V/def2-TZVPD

```
132
Properties=species:S:1:pos:R:3:lowdin_charge:R:1
C 8.78787 23.03465 13.27440 -0.03
C 9.36956 21.94679 12.37540 -0.46
C 10.39829 22.60009 11.38286 -0.03
C 10.24314 20.88760 13.17800 -0.12
C 9.41373 19.93861 14.06392 -0.18
C 8.25866 19.30373 13.24226 -0.13
C 7.37911 20.25407 12.35370 -0.45
C 6.67450 19.37048 11.33200 -0.04
C 6.34555 20.97860 13.31114 -0.02
N 8.26012 21.26302 11.70018 -0.12
O 7.60190 22.03029 10.70294 -0.01
H 9.47008 23.87427 13.40752 0.08
H 7.79064 23.38757 13.01158 0.08
H 8.69615 22.57210 14.25712 0.06
H 9.89898 23.34557 10.76394 0.07
H 11.21102 23.09448 11.91498 0.09
H 10.77682 21.89114 10.64650 0.07
H 10.96738 20.36415 12.55384 0.09
H 10.89156 21.31631 13.94210 0.12
H 10.04312 19.24045 14.61576 0.08
H 8.99865 20.48459 14.91110 0.10
H 7.68398 18.91177 14.08142 0.10
H 8.68736 18.45268 12.71308 0.10
H 5.98661 18.71698 11.86852 0.06
H 7.28006 18.79226 10.63410 0.08
H 6.12490 20.01262 10.64376 0.08
H 5.51484 20.30648 13.52624 0.08
H 5.83760 21.81375 12.82882 0.08
H 6.79894 21.39470 14.21080 0.07
H 7.83548 21.63361 9.86052 0.10
C 11.63691 9.62345 6.39748 -0.06
C 12.26531 9.86306 7.75458 -0.53
C 13.59757 9.22723 7.69206 -0.05
C 12.28996 11.44701 7.88796 -0.11
C 12.51222 11.95383 9.34394 -0.16
C 11.33915 11.41825 10.19102 -0.14
C 11.22577 9.85518 10.13382 -0.45
C 12.28279 9.28001 11.05768 -0.03
C 9.80548 9.50457 10.71454 -0.04
N 11.25348 9.38650 8.71290 -0.10
O 11.08183 7.97832 8.70234 -0.01
H 10.59381 9.93953 6.38544 0.09
H 12.20668 10.08179 5.58918 0.09
H 11.68599 8.56544 6.13998 0.08
H 14.25367 9.55032 6.88384 0.09
H 14.17279 9.37463 8.60612 0.07
H 13.41161 8.15330 7.67804 0.09
H 13.13615 11.81372 7.30694 0.11
H 11.44039 11.91269 7.38850 0.11
H 13.49463 11.68834 9.73444 0.11
H 12.45835 13.04233 9.32466 0.09
H 10.39168 11.95330 10.12692 0.08
H 11.71149 11.78791 11.14644 0.09
H 12.41824 9.78530 12.01394 0.08
H 13.26645 9.14268 10.60862 0.07
H 11.93408 8.29788 11.37694 0.08
H 9.58499 8.44916 10.87454 0.07
H 8.98218 9.84369 10.08584 0.08
H 9.56565 10.04124 11.63246 0.07
H 10.15201 7.95809 8.46438 0.10
C 14.49369 18.22154 15.21476 -0.04
C 13.80214 17.13307 14.37174 -0.45
C 12.33797 17.54326 14.13362 -0.03
C 14.47742 17.11760 12.95338 -0.13
C 14.12954 15.95501 12.02142 -0.19
C 14.49666 14.63356 12.71512 -0.12
C 13.80607 14.48575 14.13070 -0.41
C 12.23333 14.07465 13.86542 -0.01
C 14.51196 13.35608 14.89784 -0.05
N 13.86768 15.74650 14.93530 -0.11
O 13.39970 15.66070 16.25914 -0.01
H 14.44130 19.22025 14.78124 0.09
H 14.19273 18.28334 16.26056 0.08
H 15.57374 18.09019 15.28060 0.08
H 11.62847 17.30549 14.92618 0.07
H 12.25835 18.58750 13.83140 0.08
H 11.89715 16.96209 13.32366 0.05
H 14.21794 17.98396 12.34494 0.11
H 15.54703 17.15868 13.15916 0.11
H 13.05975 16.01807 11.82226 0.08
H 14.53838 16.12167 11.02484 0.11
H 15.57987 14.67748 12.82840 0.11
H 14.27883 13.88163 11.95668 0.11
H 11.70866 13.98171 14.81630 0.07
H 12.17480 13.09980 13.38134 0.07
H 11.70946 14.88226 13.35410 0.04
H 14.34015 12.36640 14.47462 0.08
H 14.06972 13.19123 15.88036 0.07
H 15.57668 13.57227 14.98570 0.08
H 14.21362 15.68693 16.76752 0.10
C 6.08059 16.02486 12.89422 -0.11
O 5.97068 15.34071 14.16856 -0.13
H 6.93833 16.69690 12.86716 0.06
H 6.21962 15.27011 12.12018 0.07
H 5.20593 16.63916 12.68040 0.08
H 5.19329 14.78840 14.05806 0.09
C 12.05019 18.90952 10.12288 -0.15
O 13.04659 19.94376 10.28890 -0.12
H 12.36852 18.00206 10.63598 0.05
H 11.07894 19.19198 10.52906 0.06
H 11.87197 18.68443 9.07136 0.08
H 13.70452 19.84201 9.59726 0.07
C 8.84384 13.08983 13.56022 -0.10
O 8.78496 12.68581 12.17714 -0.14
H 9.56109 12.44298 14.06544 0.08
H 9.24390 14.09079 13.72186 0.06
H 7.85086 13.02794 14.00550 0.08
H 7.98253 12.15893 12.16710 0.09
C 9.81006 15.87591 11.05416 -0.14
O 10.20915 14.58213 10.65318 -0.13
H 8.72313 15.83611 10.98268 0.07
H 10.00186 16.08191 12.10718 0.05
H 10.20933 16.61509 10.35969 0.07
H 9.75351 13.95289 11.21714 0.02
C 8.92341 16.75559 15.53814 -0.15
O 7.54114 17.07383 15.74294 -0.12
H 9.06146 15.75881 15.95704 0.08
H 9.27453 16.73512 14.50644 0.05
H 9.51203 17.48964 16.08841 0.08
H 6.99476 16.45017 15.25910 0.02
C 7.22558 13.01037 9.21858 -0.17
O 7.00647 13.68690 8.00135 -0.12
H 8.26364 12.67929 9.24856 0.06
H 7.05216 13.62177 10.10415 0.05
H 6.53083 12.17112 9.25150 0.08
H 7.79874 14.17734 7.77034 0.02
C 9.73388 15.77054 7.18548 -0.12
O 9.66264 14.37708 7.53646 -0.13
H 10.70650 16.10925 6.82858 0.08
H 9.00963 15.86968 6.37696 0.09
H 9.44022 16.41487 8.01416 0.07
H 10.36319 14.25793 8.18193 0.06
```

Results
**Energy relative to the best compared isomer or geometry (same formula, charge and spin)**: 86.9 kJ/mol
**SMILES string**: CC1(C)CCCC(C)(C)N1O.CC1(C)CCCC(C)(C)N1O.CC1(C)CCCC(C)(C)N1O.CO.CO.CO.CO.CO.CO.CO
**Maximum force**: 3.17 eV/Å
**Kohn-Sham gap**: 8.1 eV


# 4
Molecular formula: C5H34N2O12
Method: DFT, ωB97M-V/def2-TZVPD

```
53
Properties=species:S:1:pos:R:3:nbo_charge:R:1
C 2.52138 2.50353 0.31929 -0.64
C 2.76588 1.36626 -0.71675 -0.24
N 2.90529 -0.03272 -0.43541 -0.43
C 4.18177 -0.65471 -1.05042 -0.41
C 2.16361 -0.69752 0.54734 0.68
O 2.40153 -1.85155 0.90390 -0.68
C 0.95077 -0.06594 1.27244 -0.33
N -0.28598 -0.73240 0.77581 -0.87
H 2.22352 2.20919 1.39083 0.21
H 3.35882 3.09332 0.30709 0.21
H 1.67252 3.19091 0.12594 0.24
H 2.15129 1.54439 -1.61273 0.22
H 3.75663 1.73763 -1.22736 0.20
H 4.86565 -0.69379 -0.22703 0.22
H 3.85738 -1.72001 -1.31265 0.22
H 4.29551 -0.12027 -2.00017 0.22
H 1.12754 -0.15369 2.41167 0.22
H 0.71149 1.03833 1.05333 0.21
H -0.62441 -1.47899 1.33889 0.40
H -0.99459 -0.02211 0.61589 0.36
O 0.23166 -1.12892 -4.95733 -0.94
H 1.13102 -1.37183 -4.74897 0.48
H -0.28724 -1.69875 -4.38961 0.48
O -1.29522 1.28326 3.26469 -0.95
H -0.81294 1.31139 2.44643 0.48
H -1.10410 0.42947 3.62431 0.48
O 0.48809 -3.61243 1.76390 -0.94
H 1.33892 -3.73219 1.31670 0.48
H 0.13624 -4.46499 1.42522 0.46
O -4.39849 -2.18734 0.98066 -0.92
H -3.67807 -2.32681 0.39358 0.46
H -4.00945 -1.36507 1.28685 0.46
O 0.74215 -2.05862 -1.50360 -0.96
H 1.11835 -2.30846 -0.66478 0.49
H 0.40254 -1.17574 -1.29949 0.49
O -2.03348 0.79028 -1.39743 -0.96
H -2.86872 0.58549 -1.84459 0.50
H -1.67288 -0.04424 -1.15511 0.50
O -0.63629 4.50816 1.94259 -0.96
H -0.34600 3.88034 2.59328 0.46
H -0.97496 3.88099 1.26453 0.48
O -3.68175 1.60885 2.50822 -0.97
H -2.85142 1.34347 2.07287 0.48
H -3.33619 1.85053 3.36495 0.48
O -1.70695 2.44446 0.67609 -1.01
H -1.84932 1.87044 -0.10524 0.51
H -2.47031 3.02227 0.59699 0.50
O -1.93261 -2.38061 -1.27075 -1.02
H -1.00598 -2.24675 -1.54377 0.50
H -2.11909 -3.25985 -0.94332 0.48
O 0.02633 0.93386 -3.21464 -0.99
H 0.08929 0.50328 -4.05923 0.49
H -0.91540 1.23048 -3.12502 0.48
```

Results
**Energy relative to the best compared isomer or geometry (same formula, charge and spin)**: 424.0 kJ/mol
**SMILES string**: CCN(C)C(=O)CN.O.O.O.O.O.O.O.O.O.O.O
**Maximum force**: 4.60 eV/Å
**Kohn-Sham gap**: 9.6 eV